(1)
Formula: C40H30BN2O11
Source: the OMol25 dataset
Level of theory: ωB97M-V/def2-TZVPD

## Properties
Largest force on an atom   6.37 eV Å⁻¹
HOMO energy   -11.133 eV
Frontier orbital gap   5.3 eV
DFT total energy   -2503.86368 hartree

```
! wB97M-V def2-TZVPD RIJCOSX def2/J DEFGRID3
* xyz 1 1
H -1.63 -0.91 -3.60
O 1.72 -1.02 6.17
H -7.92 1.40 -10.44
C -4.03 -0.95 -6.64
H 1.75 0.41 1.17
H -3.55 -3.05 -6.78
C -0.47 1.08 -1.30
C -4.93 -0.97 -7.81
O -4.33 2.51 -5.69
C 2.26 -3.44 8.77
C 3.30 -0.89 0.00
H 4.15 -1.60 0.34
H -6.65 -0.64 -9.86
C -4.52 1.47 -6.31
C 5.61 0.13 7.18
C 2.56 -0.39 1.34
C -6.20 2.59 -7.77
H 1.13 1.94 -5.11
C 5.57 -1.52 8.93
O -1.39 4.66 -1.16
H 3.79 0.01 -0.50
O 2.27 -0.36 -3.86
C -3.82 0.23 -5.93
H -6.08 3.49 -7.19
C 3.61 -3.03 9.23
C 0.73 1.68 -4.07
C 2.29 -1.63 7.06
C -7.08 2.57 -8.85
C -5.65 0.27 -8.18
B -1.98 3.45 -1.72
C -0.87 2.31 -2.18
H -0.60 3.36 -4.07
C 3.66 -1.26 7.47
C 3.41 0.53 -3.84
H -1.28 -4.53 7.64
H -3.61 3.37 -2.85
C 1.13 -1.19 -0.97
H 7.22 -0.21 8.56
N -0.29 2.54 -3.51
H 2.13 -5.08 10.18
C -2.95 0.24 -4.84
O 2.46 -1.66 -0.92
C 4.33 -0.24 6.79
C 1.63 -4.53 9.38
H -1.65 3.91 0.90
C 0.63 0.08 -1.82
O 0.26 -1.84 -0.31
O -3.40 3.29 -1.88
H -2.03 -3.02 -4.84
C 6.23 -0.50 8.25
H -2.77 1.16 -4.29
H 6.05 -2.02 9.76
O 5.54 1.16 1.02
H -0.12 -5.77 9.44
C 1.62 -2.76 7.74
C 4.53 1.40 1.74
C -1.78 4.84 0.24
C -3.38 -2.12 -6.24
C -6.52 0.26 -9.27
N 4.35 1.28 -3.70
H 2.95 0.80 3.20
C 4.29 -1.91 8.53
C 0.34 -3.14 7.34
H 4.20 -0.52 2.98
H -0.95 0.89 -0.28
H -1.10 5.66 0.68
C -0.29 -4.23 7.95
H 6.13 0.92 6.64
O -5.08 -1.99 -8.46
H 3.75 3.19 1.25
C 3.60 0.27 2.40
H 2.09 -1.28 1.88
C -5.47 1.44 -7.44
H -2.86 5.23 0.24
H 3.85 0.27 5.96
C -2.30 -0.92 -4.45
O 4.15 -3.60 10.16
C 1.23 0.43 -3.24
H -7.65 3.46 -9.10
C 0.36 -4.92 8.97
H -0.17 -2.61 6.55
O 4.23 2.78 2.01
C -2.52 -2.11 -5.15
C -7.24 1.41 -9.60
*
```

Atomic partial charges in e from the Mulliken method, atoms 1 to 2: atom 1 (H): 0.49, atom 2 (O): -0.71



(2)
Formula: C13H17F3N2O2Pt
Source: the OMol25 dataset
Level of theory: ωB97M-V/def2-TZVPD

## Properties
Largest force on an atom   8.08 eV Å⁻¹
HOMO energy   -14.386 eV
Frontier orbital gap   1.9 eV
Relative energy (zero: lowest compared OMol25 entry of this formula, charge and spin)   130.9 kcal/mol
DFT total energy   -1183.00283 hartree

```
! wB97M-V def2-TZVPD RIJCOSX def2/J DEFGRID3
* xyz 2 1
H -5.02 0.73 0.11
C -1.74 0.15 -1.65
C -2.61 3.00 1.07
N -0.70 0.54 2.07
C 3.67 0.10 -0.32
H -0.27 1.40 2.48
C 0.19 -0.05 1.15
H 3.04 1.10 -0.31
Pt 3.78 1.74 4.07
F -4.32 3.50 -0.85
C -3.84 0.88 0.00
H 1.39 0.43 -1.57
H 1.23 0.47 1.01
C 4.78 -0.27 2.54
H -0.65 -3.45 -1.15
H 3.48 -1.93 -1.37
C 4.28 -0.09 1.22
H -1.50 -1.52 0.58
H 0.14 -2.37 0.95
H 1.64 -1.03 -2.75
H -3.86 -0.91 -1.44
H 5.34 -0.14 3.59
C 1.42 -0.74 -1.61
H -3.86 0.79 -2.29
O -1.07 1.29 -1.49
F -1.30 3.56 0.59
C -0.34 -1.41 0.42
N 0.26 -2.99 -1.48
H 4.54 0.28 -1.11
H 2.45 -1.84 0.21
C 2.74 -1.22 -0.76
C -3.36 0.18 -1.40
H -3.38 0.40 0.98
C 0.02 -1.49 -1.20
C -3.61 2.52 0.05
H 0.98 -3.38 -0.82
O -1.13 -1.12 -2.07
F -2.83 2.91 2.54
*
```

Atomic partial charges in e from the natural (NBO) method, atoms 1 to 2: atom 1 (H): 0.31, atom 2 (C): 0.82



(3)
Formula: C6H13N4
Source: the OMol25 dataset
Level of theory: ωB97M-V/def2-TZVPD

## Properties
Largest force on an atom   6.53 eV Å⁻¹
HOMO energy   -12.703 eV
Frontier orbital gap   9.3 eV
Relative energy (zero: lowest compared OMol25 entry of this formula, charge and spin)   29.8 kcal/mol
DFT total energy   -455.16306 hartree

```
! wB97M-V def2-TZVPD RIJCOSX def2/J DEFGRID3
* xyz 1 1
C -0.72 0.28 -1.99
C -0.50 1.05 1.30
C -1.31 -1.23 0.94
H -1.41 -0.64 -2.06
C 0.74 -0.14 -1.73
N -0.35 -1.55 0.11
H 2.55 -1.80 -0.61
C 1.10 -0.35 -0.29
H -2.26 0.26 2.03
H 1.34 0.64 -2.15
H 1.46 1.11 0.99
H 2.24 -1.29 0.86
N 0.71 0.75 0.51
H -0.77 0.76 -2.97
N -0.55 2.19 1.87
H -0.07 -2.59 0.04
H -1.01 1.08 -1.23
C -1.41 0.08 1.44
H -1.42 2.64 2.08
H -1.90 -2.04 1.42
N 2.33 -0.96 -0.03
H 0.21 2.77 1.88
H 0.98 -1.02 -2.42
*
```

Atomic partial charges in e from the natural (NBO) method, atoms 1 to 2: atom 1 (C): -0.61, atom 2 (C): 0.50



(4)
Formula: C4H7NO2
Source: the OMol25 dataset
Level of theory: ωB97M-V/def2-TZVPD

## Properties
Largest force on an atom   4.09 eV Å⁻¹
HOMO energy   -9.428 eV
Frontier orbital gap   9.9 eV
Relative energy (zero: lowest compared OMol25 entry of this formula, charge and spin)   132.4 kcal/mol
DFT total energy   -361.66984 hartree

```
! wB97M-V def2-TZVPD RIJCOSX def2/J DEFGRID3
* xyz 0 1
H 3.13 0.62 -0.67
C -0.31 0.13 -0.17
C 1.11 -0.23 -0.50
H 1.24 -0.86 -1.38
C 2.22 0.61 -0.07
H -2.33 -0.28 -0.79
N -0.51 1.15 0.61
O -1.78 1.22 1.03
H 2.01 1.51 0.51
H -1.98 -0.91 0.84
H -2.13 0.12 1.28
C -1.43 -0.76 -0.41
O 1.94 -0.61 0.60
H -1.18 -1.72 -0.88
*
```

Atomic partial charges in e from the natural (NBO) method, atoms 1 to 2: atom 1 (H): 0.18, atom 2 (C): 0.10



(5)
Formula: C24H16AuCl2F6N3O6S4
Source: the OMol25 dataset
Level of theory: ωB97M-V/def2-TZVPD

## Properties
Largest force on an atom   1.01 eV Å⁻¹
HOMO energy (alpha / beta)   -8.418 / -8.273 eV
Frontier orbital gap (alpha / beta)   6.5 / 6.0 eV
Expectation value of S²   2.007
Relative energy (zero: lowest compared OMol25 entry of this formula, charge and spin)   196.0 kcal/mol
DFT total energy   -4787.53059 hartree

```
! wB97M-V def2-TZVPD RIJCOSX def2/J DEFGRID3
* xyz 0 3
H 5.78 0.83 2.57
O 0.04 -2.51 -1.50
H -2.25 2.80 -5.67
O 1.36 -4.57 4.13
O 0.79 -1.22 5.65
C -3.63 2.47 -0.21
C 2.86 -0.29 -0.83
C 5.54 0.28 -0.08
Cl -1.71 0.64 3.22
C -3.51 3.20 4.65
H -3.66 3.45 -0.67
C -2.04 -0.09 -4.35
C 3.20 0.04 0.52
F 0.65 -4.72 1.11
O 1.52 -2.45 2.82
S 0.75 -3.52 3.39
S -1.89 -0.81 0.10
N -0.51 -2.92 4.26
C -4.37 0.40 0.40
N 1.51 -0.52 -1.09
H -3.22 1.41 -6.15
C 0.68 0.34 -4.03
S -0.46 -1.84 5.32
H 6.56 0.49 0.21
H -5.73 1.71 -0.64
C 4.77 0.62 2.26
H -3.10 -0.27 -4.47
Cl -5.29 -1.02 0.65
F -3.50 4.29 3.92
H 1.74 0.50 -3.90
C -0.05 1.11 -4.91
H -1.60 2.34 0.55
F -0.97 -5.25 2.45
C -2.94 0.54 0.86
H 5.98 -0.04 -2.13
H 1.60 0.39 3.38
C -0.22 -4.25 1.99
F -3.03 3.42 5.86
C -1.42 0.91 -5.08
C -2.20 1.77 -6.03
C -2.57 1.92 0.40
C 0.04 -0.65 -3.30
H 0.45 1.89 -5.48
F -0.98 -3.33 1.44
C 2.44 0.36 2.70
C 5.21 -0.01 -1.37
H 3.89 0.86 4.20
H 3.67 -0.55 -2.78
N 2.19 0.07 1.44
O 2.09 -2.20 -2.87
C 3.88 -0.29 -1.75
S 0.97 -1.64 -2.17
C -2.72 -0.02 2.19
Au 0.28 -0.30 0.67
C -1.32 -0.88 -3.45
O -0.82 1.86 2.94
C 3.74 0.64 3.15
C -4.76 1.52 -0.21
F -4.72 2.68 4.71
H -1.72 1.80 -7.01
C 4.53 0.32 0.90
H -1.80 -1.67 -2.89
*
```

Atomic partial charges in e from the natural (NBO) method, atoms 1 to 2: atom 1 (H): 0.22, atom 2 (O): -0.95



(6)
Formula: C12H33ClHfI2O3P3
Source: the OMol25 dataset
Level of theory: ωB97M-V/def2-TZVPD

## Properties
Largest force on an atom   6.27 eV Å⁻¹
HOMO energy (alpha / beta)   -17.988 / -18.004 eV
Frontier orbital gap (alpha / beta)   4.5 / 4.5 eV
Relative energy (zero: lowest compared OMol25 entry of this formula, charge and spin)   0.0 kcal/mol
DFT total energy   -2829.47409 hartree

```
! wB97M-V def2-TZVPD RIJCOSX def2/J DEFGRID3
* xyz 3 1
H 3.26 2.17 -2.44
H 0.73 2.43 3.79
H 4.55 -0.29 -0.79
H 3.13 -0.95 0.07
C 3.32 1.26 -3.04
I -0.95 -1.98 -0.95
C 3.48 -0.14 -0.59
H 1.87 -3.38 2.05
H 2.80 1.44 -3.98
H 1.10 3.81 2.76
H 2.68 2.13 2.16
I -0.74 1.98 -1.05
H -2.98 1.48 -4.22
H 2.69 -1.76 -3.94
H 4.37 1.04 -3.25
P 0.08 -0.21 1.13
H -4.58 -1.34 -3.39
H 3.06 -2.48 -2.35
H -3.03 -1.76 -4.19
H 2.36 -3.17 3.73
Cl -0.04 -0.01 -5.16
H -3.23 0.81 -0.27
H -3.42 -2.44 -2.59
H 4.28 -1.47 -3.18
H 3.37 0.80 -0.04
C -3.49 1.31 -3.27
C -1.85 0.79 4.08
H -3.23 -0.94 -0.20
C -3.53 -0.09 -0.82
O 1.34 0.53 1.89
P -2.76 -0.12 -2.47
H -2.08 -1.01 2.89
C 0.65 -2.03 3.14
H 1.55 2.34 0.81
H -1.99 1.87 4.00
Hf 0.09 -0.03 -2.84
H -4.55 1.09 -3.44
O -1.21 0.58 1.80
O -0.03 -1.64 1.89
H -0.04 -2.74 3.61
H -4.62 -0.11 -0.94
H -3.38 2.20 -2.64
C 1.64 2.01 1.85
H -0.83 0.56 4.37
H 0.68 -1.13 3.77
H -0.30 2.79 2.35
P 2.55 -0.13 -2.14
C -2.19 0.08 2.80
C 0.72 2.79 2.75
C 3.21 -1.59 -2.99
C 1.99 -2.64 2.85
C -3.52 -1.56 -3.23
H -3.18 0.29 2.41
H 2.71 -1.89 2.54
H -2.50 0.46 4.89
*
```

Atomic partial charges in e from the natural (NBO) method, atoms 1 to 2: atom 1 (H): 0.27, atom 2 (H): 0.25



- Among the records above, which one has the highest DFT total energy?
  C4H7NO2